[1]
This record from the OMol25 dataset describes a structure of composition C42H59AsBN9RbS. The level of theory is ωB97M-V/def2-TZVPD.

Computed properties:
Multiplicity: 2
Charge: -2
Electronic energy (eV): -130930.411
Orbital gap (spin up / spin down) (eV): 3.56 / 6.80

Atoms and positions in Å:
Rb  -0.247  0.659  0.802
C  -1.532  4.186  -0.566
C  -1.163  4.438  -2.024
C  -2.396  4.281  -2.919
C  -0.067  3.519  -2.493
C  0.738  3.614  -3.644
C  1.499  2.465  -3.616
N  1.160  1.753  -2.529
N  0.194  2.402  -1.834
B  1.647  0.402  -1.956
N  3.106  0.487  -1.450
C  4.227  0.825  -2.105
C  5.279  0.801  -1.212
C  4.678  0.428  0.005
N  3.374  0.241  -0.151
C  5.320  0.208  1.347
C  6.688  0.875  1.438
C  5.427  -1.286  1.652
N  1.448  -0.781  -2.924
C  1.885  -0.989  -4.179
C  1.374  -2.189  -4.626
C  0.611  -2.657  -3.535
N  0.671  -1.807  -2.524
C  -0.220  -3.902  -3.422
C  -1.354  -3.902  -4.446
C  0.638  -5.161  -3.544
H  -2.318  4.877  -0.250
H  -1.915  3.169  -0.452
H  -0.681  4.307  0.105
H  -0.797  5.467  -2.118
H  -2.787  3.264  -2.845
H  -3.186  4.973  -2.614
H  -2.158  4.470  -3.967
H  0.759  4.402  -4.378
H  2.257  2.113  -4.298
H  0.945  0.191  -1.042
H  4.205  1.072  -3.154
H  6.311  1.035  -1.405
H  4.664  0.665  2.095
H  7.389  0.416  0.735
H  6.629  1.939  1.209
H  7.106  0.763  2.441
H  6.126  -1.764  0.960
H  5.782  -1.460  2.672
H  4.458  -1.770  1.538
H  2.519  -0.270  -4.674
H  1.519  -2.647  -5.591
H  -0.664  -3.872  -2.423
H  -0.953  -3.895  -5.464
H  -1.979  -4.792  -4.335
H  -1.987  -3.023  -4.319
H  1.115  -5.208  -4.527
H  1.428  -5.173  -2.792
H  0.031  -6.062  -3.422
C  0.618  -0.859  5.294
C  0.441  -1.924  4.242
C  -0.851  -2.249  3.814
C  -2.013  -1.571  4.494
C  -1.038  -3.109  2.725
C  -2.425  -3.475  2.248
C  0.079  -3.605  2.044
C  -0.095  -4.352  0.742
C  1.368  -3.362  2.530
C  2.535  -4.002  1.817
C  1.553  -2.513  3.627
C  2.934  -2.130  4.103
H  0.494  0.135  4.852
H  1.604  -0.886  5.752
H  -0.118  -0.951  6.093
H  -1.943  -0.485  4.393
H  -2.030  -1.783  5.567
H  -2.973  -1.868  4.086
H  -2.822  -2.764  1.516
H  -3.132  -3.522  3.074
H  -2.430  -4.455  1.774
H  -0.064  -5.439  0.872
H  0.689  -4.084  0.034
H  -1.038  -4.101  0.262
H  2.901  -3.379  0.996
H  2.251  -4.961  1.386
H  3.372  -4.190  2.486
H  3.124  -1.067  3.932
H  3.721  -2.673  3.592
H  3.051  -2.308  5.174
S  -4.090  -0.611  -2.669
C  -4.147  -1.078  -1.144
C  -4.938  -0.523  1.940
As  -3.671  0.639  1.004
C  -3.447  1.832  2.616
C  -4.832  1.935  0.055
C  -6.138  2.231  0.705
C  -7.230  1.386  0.491
C  -8.449  1.625  1.105
C  -8.605  2.718  1.949
C  -7.531  3.569  2.166
C  -6.311  3.327  1.549
H  -5.778  0.049  2.335
H  -4.398  -0.973  2.773
H  -5.281  -1.292  1.252
H  -4.391  2.037  3.124
H  -2.990  2.778  2.313
H  -2.763  1.356  3.321
H  -4.975  1.508  -0.939
H  -4.225  2.837  -0.037
H  -7.104  0.530  -0.163
H  -9.279  0.953  0.923
H  -9.557  2.905  2.432
H  -7.637  4.427  2.819
H  -5.476  3.996  1.722
N  0.505  2.173  3.054
C  0.714  3.284  2.764
N  0.803  4.547  2.441
C  2.009  5.090  2.468
N  3.016  5.667  2.485

Mulliken population analysis, charges in e, atoms 1 to 99:
1 Rb 0.2278
2 C -0.8209
3 C 0.7290
4 C -1.4719
5 C -0.2091
6 C -1.4709
7 C -0.1232
8 N 0.9277
9 N -0.0369
10 B 0.9298
11 N 1.4275
12 C -0.5445
13 C -0.9350
14 C -0.2270
15 N -0.6824
16 C 1.2511
17 C -1.9191
18 C -0.8843
19 N 1.4251
20 C -0.6291
21 C -0.9303
22 C 0.0016
23 N -0.6243
24 C 1.2381
25 C -1.5502
26 C -1.5568
27 H 0.5201
28 H -0.2525
29 H 0.1827
30 H 0.3028
31 H 0.3069
32 H 0.3917
33 H 0.4047
34 H 0.4353
35 H 0.3102
36 H -1.2611
37 H 0.3024
38 H 0.3518
39 H 0.2070
40 H 0.3164
41 H 0.4264
42 H 0.4506
43 H 0.4025
44 H 0.3861
45 H -0.2260
46 H 0.2988
47 H 0.4554
48 H -0.2721
49 H 0.3050
50 H 0.4346
51 H 0.3398
52 H 0.3510
53 H 0.3361
54 H 0.4246
55 C -1.9077
56 C 0.3911
57 C 1.4679
58 C -1.9260
59 C 0.5206
60 C -2.5265
61 C 1.7655
62 C -2.3653
63 C 0.9582
64 C -2.4035
65 C 1.3142
66 C -2.1847
67 H 0.1415
68 H 0.4152
69 H 0.4245
70 H 0.1446
71 H 0.3838
72 H 0.2810
73 H 0.4655
74 H 0.5668
75 H 0.4598
76 H 0.3753
77 H 0.3708
78 H 0.4162
79 H 0.2333
80 H 0.4718
81 H 0.5574
82 H 0.4041
83 H 0.2964
84 H 0.4547
85 S -0.3821
86 C -0.5325
87 C -0.9850
88 As 0.3278
89 C -0.9986
90 C -0.6954
91 C 0.0080
92 C -0.1732
93 C -0.6486
94 C -0.3940
95 C -0.7139
96 C -0.1305
97 H 0.4977
98 H 0.0351
99 H 0.3241



[2]
This record from the OMol25 dataset describes an isolated molecule of C4H6N2 at a distorted geometry. The level of theory is ωB97M-V/def2-TZVPD.

Computed properties:
SMILES: Cc1cn[nH]c1
ΔE to the lowest compared entry with this formula, charge and spin (kcal/mol): 23.6
Electronic energy (eV): -7224.566
Orbital gap (eV): 9.89

Atoms and positions in Å:
C  1.041  1.339  0.193
C  0.118  0.186  0.117
C  -0.317  -0.633  1.166
N  -1.174  -1.578  0.771
N  -1.186  -1.408  -0.626
C  -0.443  -0.352  -1.001
H  2.027  1.073  -0.198
H  0.642  2.171  -0.391
H  1.147  1.671  1.228
H  0.199  -0.589  2.127
H  -1.730  -1.864  -1.365
H  -0.324  -0.015  -2.020

From a Mulliken analysis of the wavefunction, the atomic charges in e read:
1 C -1.1251
2 C 0.6083
3 C -0.2151
4 N -0.6957
5 N 0.1331
6 C -0.5863
7 H 0.2540
8 H 0.2980
9 H 0.3225
10 H 0.3655
11 H 0.2346
12 H 0.4062



[3]
This record from the OMol25 dataset describes a cluster of 5 separate species, C27H40F24O3 in total at a distorted geometry. The level of theory is ωB97M-V/def2-TZVPD.

Computed properties:
SMILES: FC(F)C(F)(F)COC(F)(F)C(F)F.FC(F)C(F)(F)COC(F)(F)C(F)F.FC(F)C(F)(F)COC(F)(F)C(F)F.CCCCCC.CCCCCC
Electronic energy (eV): -100007.874
Orbital gap (eV): 10.89

Atoms and positions in Å:
F  -7.055  1.370  22.484
C  -7.624  0.478  23.266
F  -8.630  1.180  23.960
C  -8.223  -0.716  22.543
F  -9.228  -1.248  23.289
F  -7.218  -1.523  22.303
C  -8.841  -0.157  21.309
O  -9.493  -1.164  20.599
C  -9.201  -1.315  19.234
F  -8.989  -0.151  18.564
F  -8.015  -2.053  19.149
C  -10.274  -2.255  18.572
F  -11.435  -1.707  18.871
F  -10.089  -2.307  17.231
H  -6.840  0.149  23.947
H  -8.099  0.365  20.705
H  -9.562  0.621  21.559
H  -10.190  -3.253  19.001
F  -10.887  9.809  23.715
C  -11.611  8.669  23.711
F  -11.879  8.462  25.014
C  -12.865  8.899  22.849
F  -13.817  8.017  23.167
F  -12.588  8.644  21.605
C  -13.380  10.383  22.703
O  -14.516  10.305  21.878
C  -15.725  10.787  22.435
F  -16.003  10.164  23.578
F  -15.577  12.050  22.734
C  -16.818  10.616  21.403
F  -16.901  9.387  20.829
F  -18.033  11.020  21.852
H  -11.014  7.790  23.466
H  -12.674  10.972  22.117
H  -13.603  10.869  23.652
H  -16.593  11.308  20.593
F  -11.822  1.659  24.618
C  -12.678  1.784  23.533
F  -13.605  0.798  23.378
C  -13.342  3.206  23.358
F  -13.842  3.259  22.108
F  -12.336  4.148  23.394
C  -14.437  3.538  24.391
O  -14.922  4.791  24.124
C  -15.976  5.177  24.931
F  -17.050  4.350  24.691
F  -15.653  4.932  26.236
C  -16.408  6.705  24.757
F  -16.706  7.137  23.542
F  -17.413  7.026  25.556
H  -12.062  1.725  22.636
H  -13.824  3.552  25.292
H  -15.131  2.716  24.566
H  -15.611  7.311  25.187
C  -20.546  0.093  20.221
C  -20.107  -0.507  21.547
C  -19.210  0.469  22.299
C  -19.991  1.803  22.710
C  -19.602  2.263  24.150
C  -20.407  3.480  24.667
H  -21.177  0.975  20.330
H  -21.076  -0.650  19.627
H  -19.721  0.446  19.603
H  -21.010  -0.756  22.104
H  -19.550  -1.424  21.350
H  -18.389  0.762  21.646
H  -18.804  -0.125  23.119
H  -20.238  2.515  21.922
H  -21.032  1.530  22.879
H  -19.720  1.389  24.790
H  -18.528  2.445  24.156
H  -20.640  4.261  23.944
H  -21.357  3.088  25.029
H  -19.822  3.953  25.456
C  -17.067  -3.909  25.254
C  -17.199  -2.316  25.207
C  -16.646  -1.537  26.387
C  -16.828  0.002  26.104
C  -16.339  1.066  27.179
C  -14.833  0.822  27.450
H  -17.726  -4.552  24.671
H  -17.312  -4.180  26.281
H  -16.052  -4.148  24.934
H  -16.707  -1.988  24.291
H  -18.252  -2.057  25.092
H  -15.561  -1.621  26.333
H  -17.007  -1.825  27.374
H  -16.410  0.353  25.161
H  -17.884  0.214  25.935
H  -16.529  2.091  26.861
H  -16.934  0.876  28.073
H  -14.498  1.573  28.165
H  -14.611  -0.120  27.952
H  -14.122  0.914  26.629

From a Mulliken analysis of the wavefunction, the atomic charges in e read:
1 F -0.2511
2 C 0.0608
3 F -0.2238
4 C 1.0504
5 F -0.2764
6 F -0.2845
7 C -1.0571
8 O -0.3235
9 C 0.8232
10 F -0.2706
11 F -0.3167
12 C 0.2019
13 F -0.2307
14 F -0.2628
15 H 0.2597
16 H 0.5076
17 H 0.3361
18 H 0.2634
19 F -0.2806
20 C 0.1967
21 F -0.2689
22 C 0.9498
23 F -0.2203
24 F -0.3161
25 C -0.9856
26 O -0.3720
27 C 0.8842
28 F -0.2589
29 F -0.2787
30 C 0.1571
31 F -0.2236
32 F -0.2665
33 H 0.2728
34 H 0.3418
35 H 0.4777
36 H 0.2056
37 F -0.2631
38 C 0.3086
39 F -0.2478
40 C 1.0435
41 F -0.3117
42 F -0.2823
43 C -0.7956
44 O -0.4174
45 C 1.1126
46 F -0.2606
47 F -0.3040
48 C 0.0322
49 F -0.2143
50 F -0.3039
51 H 0.0590
52 H 0.2619
53 H 0.2693
54 H 0.2010
55 C -1.2076
56 C -0.6682
57 C 0.3354
58 C -1.0087
59 C 0.3087
60 C -1.5158
61 H 0.2981
62 H 0.3622
63 H 0.3260
64 H 0.3044
65 H 0.3697
66 H 0.3496
67 H -0.3819
68 H 0.4868
69 H 0.3937
70 H 0.2290
71 H -0.0145
72 H 0.3097
73 H 0.4164
74 H 0.3736
75 C -1.2985
76 C -0.3653
77 C -0.5509
78 C -0.1184
79 C -0.3838
80 C -1.3064
81 H 0.3837
82 H 0.3007
83 H 0.3040
84 H 0.2811
85 H 0.3026
86 H 0.3319
87 H 0.2724
88 H 0.1077
89 H 0.1666
90 H 0.1046
91 H 0.4622
92 H 0.4007
93 H 0.4187
94 H 0.2118



[4]
This record from the OMol25 dataset describes a cluster of 8 separate species, C9H29Br8N3O3 in total at a distorted geometry. The level of theory is ωB97M-V/def2-TZVPD.

Computed properties:
Charge: +2
ΔE to the lowest compared entry with this formula, charge and spin (kcal/mol): 0.0
Electronic energy (eV): -580743.692
Orbital gap (eV): 8.32

Atoms and positions in Å:
N  -0.442  15.106  -11.052
H  -0.234  16.072  -10.764
H  -0.974  14.621  -10.257
H  0.418  14.564  -11.238
H  -0.972  15.019  -11.939
N  1.810  12.720  -5.773
H  1.375  13.507  -5.215
H  2.338  13.185  -6.516
H  0.909  12.278  -6.172
H  2.305  12.112  -5.118
N  -1.497  10.336  -9.042
H  -1.039  10.347  -9.957
H  -1.453  9.339  -8.750
H  -2.469  10.670  -9.103
H  -0.978  10.901  -8.281
O  -0.724  14.262  -6.739
C  -0.850  13.179  -7.600
O  -0.613  12.025  -7.076
O  -1.094  13.401  -8.865
H  -0.911  15.093  -7.259
Br  -6.304  13.852  -8.427
C  -5.699  14.718  -6.769
C  -4.282  15.157  -7.079
Br  -3.577  16.402  -5.746
H  -5.762  13.943  -6.020
H  -6.356  15.548  -6.562
H  -4.242  15.693  -8.021
H  -3.585  14.332  -7.182
Br  -0.070  17.141  -8.334
C  1.137  18.652  -8.094
C  2.422  18.487  -8.770
Br  3.582  19.949  -8.246
H  1.282  18.871  -7.035
H  0.582  19.517  -8.442
H  2.309  18.612  -9.842
H  2.966  17.582  -8.552
Br  -2.291  18.685  -3.128
C  -1.329  17.068  -2.665
C  -0.400  16.778  -3.789
Br  0.732  15.263  -3.247
H  -2.082  16.304  -2.525
H  -0.770  17.216  -1.752
H  0.288  17.605  -3.904
H  -0.870  16.489  -4.710
Br  -3.195  11.180  -1.687
C  -4.397  11.727  -3.150
C  -3.583  11.598  -4.403
Br  -4.723  11.401  -5.990
H  -4.696  12.726  -2.878
H  -5.213  11.024  -3.087
H  -2.996  10.698  -4.344
H  -3.000  12.478  -4.608

From a Mulliken analysis of the wavefunction, the atomic charges in e read:
1 N -0.3840
2 H 0.2573
3 H 0.3537
4 H 0.3735
5 H 0.4263
6 N -0.3344
7 H 0.1016
8 H 0.3739
9 H 0.2940
10 H 0.4141
11 N -0.3960
12 H 0.3643
13 H 0.4248
14 H 0.3643
15 H 0.2230
16 O 0.2413
17 C 0.7611
18 O -1.0000
19 O -0.8510
20 H -0.1742
21 Br -0.1626
22 C -0.4508
23 C -0.3477
24 Br -0.1572
25 H 0.1844
26 H 0.4547
27 H 0.4356
28 H 0.0398
29 Br -0.1586
30 C -0.5489
31 C -0.6148
32 Br -0.0790
33 H 0.4273
34 H 0.3817
35 H 0.3498
36 H 0.3649
37 Br -0.1409
38 C -0.7186
39 C -0.1543
40 Br -0.1577
41 H 0.3860
42 H 0.4887
43 H 0.4136
44 H -0.0783
45 Br -0.1552
46 C -0.5505
47 C -0.4920
48 Br -0.2024
49 H 0.3550
50 H 0.4142
51 H 0.4451
52 H 0.1952